The following is a DFT calculation (ωB97M-V/def2-TZVPD) of an isolated molecule of C4H6F3NO2 at a distorted geometry.

Geometry as ORCA input:
```
! wB97M-V def2-TZVPD RIJCOSX def2/J DEFGRID3
* xyz 0 1
C -1.302 0.419 -1.681
C -0.531 -0.456 -0.677
N -1.165 -1.778 -0.555
O -0.429 0.217 0.608
C 0.761 0.843 0.712
O 1.192 1.593 -0.061
C 1.622 0.594 2.003
F 2.886 0.712 1.691
F 1.295 1.565 2.865
F 1.374 -0.559 2.592
H -0.673 1.267 -1.999
H -1.611 -0.213 -2.527
H -2.220 0.853 -1.250
H 0.485 -0.601 -1.084
H -0.565 -2.421 -1.068
H -1.120 -2.035 0.432
*
```

Computed properties:
SMILES: C[C@H](N)OC(=O)C(F)(F)F
Relative energy (zero: lowest compared OMol25 entry of this formula, charge and spin) (kcal per mole): 3.1
E_LUMO (Ha): 0.0251
HOMO level (eV): -10.21
Kohn-Sham gap (eV): 10.9

These are the Mulliken partial charges, in e, on atoms 1 to 5: -1.170, 0.388, -0.690, -0.362, 0.366